(1)
Formula: C2H3N3O3
Source: the Open Molecules 2025 dataset
Level of theory: ωB97M-V with the def2-TZVPD basis set

Last column: Mulliken charge in e.
Geometry (Å):
C (-1.286, -0.231, 0.084)  0.450
C (0.648, 0.827, -0.119)  0.461
H (-3.145, -0.939, 0.586)  0.440
H (2.232, -2.056, -0.576)  0.381
H (1.187, 2.674, 0.180)  0.265
N (-0.475, -1.132, -0.075)  -0.498
N (0.762, -0.596, -0.200)  0.507
N (1.522, 1.747, 0.009)  -0.712
O (-2.657, 0.009, -0.094)  -0.512
O (1.871, -1.342, 0.192)  -0.441
O (-0.659, 1.038, 0.013)  -0.342

The value obtained for the HOMO energy is -8.76 eV. Its LUMO energy is -0.27 eV. Its multiplicity is 1.

=====

(2)
Formula: C5H14N2S
Source: the Open Molecules 2025 dataset
Level of theory: ωB97M-V with the def2-TZVPD basis set

Last column: Mulliken charge in e.
Geometry (Å):
C (-1.962, -1.759, 1.945)  -0.855
N (-1.385, -0.558, 1.310)  -0.293
C (-1.036, -0.796, -0.093)  -0.975
C (-0.164, 0.352, -0.640)  0.374
C (1.344, 0.151, -0.491)  -0.902
S (1.973, 0.099, 1.209)  -0.214
N (-0.601, 0.695, -1.997)  -0.315
C (-0.161, 1.952, -2.504)  -0.940
H (-1.590, -1.920, 2.965)  0.288
H (-3.043, -1.733, 2.040)  0.307
H (-1.558, -2.646, 1.465)  0.297
H (-2.096, 0.158, 1.344)  0.258
H (-0.468, -1.703, -0.322)  0.461
H (-1.980, -0.790, -0.646)  0.332
H (-0.467, 1.239, -0.074)  0.279
H (1.848, 1.021, -0.905)  0.308
H (1.676, -0.752, -1.005)  0.348
H (1.376, -1.015, 1.626)  0.087
H (-0.696, -0.086, -2.631)  0.208
H (-0.210, 2.750, -1.754)  0.314
H (-0.790, 2.401, -3.278)  0.338
H (0.902, 1.995, -2.795)  0.294

The value obtained for the HOMO energy is -8.29 eV. Its LUMO energy is 1.00 eV. Its multiplicity is 1.

=====

(3)
Formula: C17H19ClN4O5S7SbW
Source: the Open Molecules 2025 dataset
Level of theory: ωB97M-V with the def2-TZVPD basis set

Last column: Mulliken charge in e.
Geometry (Å):
W (-1.491, -1.038, 0.920)  0.565
S (-2.091, -3.004, -0.463)  -0.273
C (-3.597, -3.512, 0.282)  0.645
C (-4.174, -4.697, -0.276)  -0.222
N (-4.623, -5.663, -0.718)  -0.592
C (-4.236, -2.875, 1.305)  0.780
S (-3.694, -1.453, 2.106)  -0.196
C (-5.484, -3.399, 1.785)  -0.237
N (-6.489, -3.789, 2.191)  -0.584
S (2.142, -0.391, 3.537)  -0.697
Sb (-0.130, -0.455, 3.828)  0.432
S (-0.944, -2.499, 2.767)  -0.434
S (-1.375, 0.947, 2.042)  -0.426
N (0.543, -1.535, 0.548)  -0.185
C (1.642, -1.848, 0.423)  0.468
N (2.845, -2.311, 0.181)  0.000
C (4.048, -1.604, 0.635)  -0.210
C (4.709, -0.908, -0.538)  -0.247
O (4.965, -1.829, -1.595)  -0.487
C (3.738, -2.346, -2.099)  -0.234
C (3.025, -3.142, -1.021)  -0.661
H (4.722, -2.360, 1.050)  0.238
H (3.758, -0.914, 1.427)  -0.001
H (5.676, -0.506, -0.235)  0.415
H (4.071, -0.095, -0.900)  0.087
H (3.990, -2.993, -2.940)  0.371
H (3.095, -1.534, -2.444)  0.120
H (3.634, -4.004, -0.732)  0.308
H (2.050, -3.488, -1.359)  0.415
O (1.884, 0.590, -1.528)  -0.596
Cl (0.575, 0.196, -2.012)  1.363
O (0.619, -1.185, -2.415)  -0.692
O (0.192, 1.044, -3.106)  -0.721
O (-0.399, 0.368, -0.945)  -0.408
S (-3.237, -0.144, -0.638)  -0.151
C (-3.353, 1.608, -0.362)  -0.072
C (-2.581, 2.502, -1.102)  -0.166
C (-2.711, 3.870, -0.903)  -0.582
C (-3.606, 4.365, 0.036)  -0.352
C (-4.381, 3.478, 0.773)  -0.502
C (-4.261, 2.111, 0.571)  -0.218
H (-1.870, 2.113, -1.820)  0.418
H (-2.098, 4.553, -1.481)  0.377
H (-3.695, 5.433, 0.196)  0.344
H (-5.079, 3.852, 1.513)  0.364
H (-4.856, 1.412, 1.145)  0.353
C (0.782, 3.382, -0.022)  -0.504
S (1.666, 2.490, 1.264)  0.087
C (3.325, 2.626, 0.586)  -0.698
H (1.087, 4.430, -0.063)  0.477
H (-0.277, 3.322, 0.226)  -0.093
H (0.933, 2.913, -0.995)  0.129
H (3.352, 2.204, -0.419)  0.049
H (3.988, 2.051, 1.235)  0.262
H (3.672, 3.662, 0.560)  0.372

As for the total charge: -2. The value obtained for the HOMO energy (alpha / beta) is -1.93 / -1.97 eV. Its LUMO energy (alpha / beta) is 3.70 / 4.03 eV. Its multiplicity is 2.

=====

(4)
Formula: C5H4N2O
Source: the Open Molecules 2025 dataset
Level of theory: ωB97M-V with the def2-TZVPD basis set

Last column: Mulliken charge in e.
Geometry (Å):
C (0.049, 1.757, -1.062)  -0.435
C (1.176, 1.289, -0.513)  -0.718
C (0.700, 0.118, 0.261)  0.593
C (0.986, -0.879, 1.223)  -0.417
N (-0.171, -1.654, 1.302)  -0.365
O (-0.985, -1.291, 0.340)  -0.146
C (-0.542, -0.255, -0.364)  0.168
N (-0.979, 0.751, -1.097)  -0.239
H (-0.021, 2.545, -1.703)  0.445
H (2.097, 1.854, -0.443)  0.346
H (1.823, -0.930, 1.882)  0.404
H (-2.178, 0.990, -1.160)  0.363

The value obtained for the HOMO energy is -8.46 eV. Its LUMO energy is 0.52 eV. Its multiplicity is 1.

=====

(5)
Formula: C3H3NO2
Source: the Open Molecules 2025 dataset
Level of theory: ωB97M-V with the def2-TZVPD basis set

Last column: Mulliken charge in e.
Geometry (Å):
C (1.545, -0.664, 0.247)  -0.250
O (1.209, -0.589, -0.908)  -0.353
C (-0.773, 0.833, -1.543)  0.143
O (-1.215, 0.434, -2.507)  -0.188
C (-1.358, 0.457, 1.024)  0.239
N (-2.506, 0.566, 1.004)  -0.358
H (-0.296, 0.352, 1.066)  0.130
H (1.153, -1.456, 0.914)  0.348
H (2.240, 0.066, 0.703)  0.289

The value obtained for the HOMO energy is -11.04 eV. Its LUMO energy is -0.11 eV. Its multiplicity is 1.

=====

(6)
Formula: ClH2NO2S2
Source: the Open Molecules 2025 dataset
Level of theory: ωB97M-V with the def2-TZVPD basis set

Last column: Mulliken charge in e.
Geometry (Å):
N (0.412, 1.066, -0.559)  -0.429
O (-1.247, -0.481, -1.724)  -0.498
O (-1.746, 0.271, 0.598)  -0.440
S (0.864, -1.850, 0.776)  -0.045
S (-0.781, -0.103, -0.427)  0.889
Cl (0.420, -0.941, 2.461)  -0.083
H (1.036, 1.112, -1.342)  0.296
H (1.042, 0.925, 0.218)  0.309

The value obtained for the HOMO energy is -9.53 eV. Its LUMO energy is -2.11 eV. Its multiplicity is 1.